No. 1
The following is a DFT calculation (ωB97M-V with the def2-TZVPD basis set) of a structure of composition C36H24ClF3N4O5Sn in a non-equilibrium geometry.

```
! RIJCOSX wB97M-V def2-TZVPD def2/J DEFGRID3
* xyz 0 1
Sn 1.6429 -0.3004 -0.8465
O 5.8224 0.0316 -0.0961
C 4.6244 0.2257 -0.2186
N 3.7143 -0.6078 -0.7779
C 4.1153 -1.7711 -1.5065
C 5.3731 -1.9680 -2.0562
C 5.6186 -3.1097 -2.8096
C 4.6142 -4.0359 -3.0299
C 3.3452 -3.8375 -2.5014
C 3.0955 -2.7119 -1.7321
N 1.8262 -2.3530 -1.2108
C 0.8310 -3.2535 -1.0585
O 0.9094 -4.4694 -1.1259
C -0.5048 -2.6257 -0.7351
C -1.5919 -3.4196 -0.4189
C -2.8013 -2.8037 -0.1393
C -2.8803 -1.4194 -0.1873
C -1.7431 -0.7022 -0.5145
N -0.5807 -1.2945 -0.7861
C 4.0456 1.5051 0.3332
C 4.8262 2.3503 1.1041
C 4.2683 3.5401 1.5352
C 2.9651 3.8469 1.1679
C 2.2588 2.9417 0.3977
N 2.7894 1.7852 0.0010
H 6.1526 -1.2446 -1.8900
H 6.6059 -3.2673 -3.2243
H 4.8096 -4.9224 -3.6192
H 2.5593 -4.5527 -2.6781
H -1.4529 -4.4908 -0.4018
H -3.6711 -3.3935 0.1194
H -3.7969 -0.8911 0.0363
H -1.7481 0.3826 -0.5155
H 5.8406 2.0562 1.3306
H 4.8409 4.2279 2.1439
H 2.4978 4.7720 1.4757
H 1.2360 3.1270 0.0996
C -4.2229 0.2883 -3.8033
C -3.8761 1.2402 -2.6967
C -4.7898 1.5767 -1.7099
C -4.4345 2.4236 -0.6684
Cl -5.5874 2.7810 0.5810
C -3.1692 2.9697 -0.6096
C -2.2410 2.6465 -1.5937
C -2.5891 1.7796 -2.6172
O -1.7150 1.3092 -3.5624
C -0.3942 1.8153 -3.5855
C 0.4749 1.0040 -2.6487
O 1.1288 0.0062 -2.9948
O 0.5081 1.3553 -1.4178
H -5.2755 0.0137 -3.7611
H -3.6212 -0.6202 -3.7358
H -4.0137 0.7293 -4.7784
H -5.7889 1.1607 -1.7403
H -2.8976 3.6256 0.2067
H -1.2345 3.0255 -1.4977
H -0.3723 2.8669 -3.2986
H -0.0272 1.7041 -4.6019
F -4.4439 -0.5110 6.2139
C -3.2511 -0.0050 6.5897
F -2.8445 -0.7154 7.6541
F -3.4859 1.2514 7.0137
C -2.2576 -0.0367 5.4660
C -1.2867 -1.0248 5.4104
C -0.4018 -1.0647 4.3450
C -0.4816 -0.1122 3.3302
C -1.4665 0.8798 3.3974
C -2.3515 0.9152 4.4582
C 0.3983 -0.1445 2.1991
C 1.0555 -0.1900 1.1853
H -1.2171 -1.7616 6.1990
H 0.3598 -1.8308 4.2939
H -1.5332 1.6172 2.6068
H -3.1115 1.6851 4.5067
*
```

Calculated values
Frontier orbital gap   0.2850 Eh
LUMO level   -0.1 eV

Results of the Mulliken charge analysis, in e, for atoms 1 through 6: 1.3502, -0.7170, 0.1132, 0.1594, 0.3637, -0.7544

---

No. 2
The following is a DFT calculation (ωB97M-V with the def2-TZVPD basis set) of a structure of composition C36H25BrN8O2S2Sc in a non-equilibrium geometry.

```
! RIJCOSX wB97M-V def2-TZVPD def2/J DEFGRID3
* xyz -1 1
Sc -0.0008 0.2768 -0.0111
C 1.2842 -3.2119 -2.6983
C 0.9968 -2.5009 -1.5243
N 1.2948 -1.2422 -1.3280
C 1.9127 -0.5596 -2.3494
C 2.2804 -1.1890 -3.5474
C 1.9054 -2.5403 -3.7233
C 2.9580 -0.4686 -4.5397
C 3.3246 0.8200 -4.2859
C 2.9472 1.4864 -3.0973
C 2.2075 0.8443 -2.1187
N 1.6928 1.3248 -0.9472
C 1.9139 2.5853 -0.4808
C 2.2122 3.7488 -1.1929
C 2.4509 4.9500 -0.4992
C 2.4615 5.0119 0.8567
C 2.0600 3.8859 1.5971
C 1.8553 3.8856 3.0058
C 1.3050 2.8062 3.6139
C 0.9376 1.7115 2.8337
N 1.1657 1.6576 1.5485
C 1.7592 2.7070 0.9348
H 0.9767 -4.2576 -2.7639
H 0.4711 -2.9526 -0.6742
H 2.0993 -2.9976 -4.6856
H 3.0793 -0.9889 -5.4827
H 3.8640 1.3823 -5.0307
H 3.3652 2.4757 -3.0314
H 2.1424 3.8367 -2.2517
H 2.6174 5.8476 -1.0792
H 2.6263 5.9679 1.3522
H 2.1250 4.7280 3.5966
H 1.1328 2.7482 4.6908
H 0.3852 0.9144 3.2799
N 1.5180 -3.1367 3.2039
C 0.2483 -2.9532 3.7125
C -0.3480 -2.0475 2.9374
N 0.5015 -1.6536 1.9218
C 1.6246 -2.3187 2.1378
C 2.7962 -2.2458 1.2864
N 3.4740 -1.1535 1.0185
C 4.4762 -1.5677 0.1773
C 4.3997 -2.9056 -0.0665
N 3.3400 -3.3396 0.6763
H 2.2895 -3.6354 3.5956
H -0.0780 -3.4939 4.5929
H -1.3173 -1.5983 3.0167
H 5.1652 -0.9149 -0.3260
H 4.9067 -3.5738 -0.7061
H 2.8821 -4.2319 0.6325
S -1.2958 2.1763 -1.0115
C -2.8836 1.4402 -1.2816
C -4.0265 2.2256 -1.4175
C -5.2448 1.6855 -1.8178
C -5.4026 0.3259 -1.9645
C -4.3214 -0.4862 -1.6892
C -3.0381 0.0363 -1.4482
S -1.6064 -1.0302 -1.4327
H -3.9017 3.3027 -1.3400
H -6.0678 2.3549 -2.0729
H -6.3678 -0.1140 -2.3039
H -4.4065 -1.5694 -1.7907
Br -4.0529 -4.2138 0.5830
C -4.4574 -2.4016 1.0991
C -5.7243 -2.0470 1.4831
N -6.0038 -0.8385 1.9596
C -4.9727 0.0330 2.1202
C -3.6664 -0.2830 1.8017
C -3.4161 -1.5350 1.2646
C -2.5223 0.6629 2.1074
O -2.7498 1.6354 2.8207
O -1.3670 0.2732 1.6786
H -6.5353 -2.8002 1.4378
H -5.2547 1.0060 2.4883
H -2.4023 -1.7628 0.9483
*
```

Calculated values
Frontier orbital gap   0.2134 Eh
LUMO level   1.9 eV

Results of the Mulliken charge analysis, in e, for atoms 1 through 6: -0.8452, -1.2779, -0.5257, 1.3224, 0.4409, 0.9983